No. 1
Formula: C21H46N4O9P2
Source: the OMol25 dataset
Level of theory: ωB97M-V with the def2-TZVPD basis set

Computed properties:
SMILES ... COCCCC[C@@H](C#N)[C@@](C#N)([PH2]=O)P(=O)(O)O.COCCNCCOC.COCCNCCOC
Orbital gap ... 8.621 eV
HOMO ... -8.708 eV

Cartesian coordinates (Å):
1 P -2.05 -1.85 3.80
2 P -2.34 -4.32 2.14
3 O 2.67 2.54 1.25
4 O -2.89 -4.20 0.63
5 O -1.19 -0.87 4.49
6 O 4.67 -1.74 1.77
7 O -6.96 -0.60 -1.98
8 O -2.46 -0.41 -1.32
9 O -1.43 -5.64 2.20
10 O -3.43 -4.37 3.10
11 O 5.73 4.44 -1.59
12 N 0.37 -3.65 -0.48
13 N -4.82 1.44 -2.19
14 N 0.99 -3.88 3.62
15 N 3.72 2.27 -1.69
16 C -3.38 1.62 -2.39
17 C -0.17 -2.97 0.28
18 C -1.17 -2.91 2.54
19 C 2.28 -1.48 1.63
20 C -2.52 0.37 -2.51
21 C -0.85 -2.10 1.24
22 C -0.18 -0.73 1.42
23 C 6.87 3.63 -1.37
24 C -6.93 0.46 -2.94
25 C 5.41 -2.77 2.35
26 C 2.48 1.78 -1.09
27 C -5.51 0.80 -3.31
28 C 1.11 -0.69 2.24
29 C 3.69 3.53 1.33
30 C 3.52 -1.37 2.52
31 C 3.61 3.57 -2.34
32 C -7.45 -0.22 -0.71
33 C 4.97 4.09 -2.74
34 C 0.01 -3.54 3.13
35 C 1.89 2.57 0.07
36 C -3.49 -1.36 -1.15
37 H 6.21 -3.05 1.66
38 H 3.83 3.76 2.39
39 H -8.44 0.23 -0.79
40 H -5.02 -0.12 -3.63
41 H 2.99 3.46 -3.24
42 H 7.52 3.61 -2.25
43 H 5.89 -2.46 3.29
44 H -2.72 -2.73 4.65
45 H 4.80 -3.66 2.54
46 H 1.72 1.70 -1.88
47 H -3.03 -1.25 2.99
48 H 1.64 3.60 -0.20
49 H -3.01 2.19 -1.54
50 H 0.01 -0.29 0.44
51 H 5.50 3.35 -3.35
52 H -6.78 0.49 -0.20
53 H 4.84 4.99 -3.34
54 H -2.36 -4.76 0.04
55 H -1.50 0.69 -2.71
56 H 4.64 3.17 0.93
57 H 3.40 -2.08 3.34
58 H -7.46 1.34 -2.56
59 H -7.45 0.10 -3.83
60 H 3.14 4.32 -1.70
61 H -3.86 -1.76 -2.10
62 H -3.23 2.23 -3.28
63 H 2.05 -2.54 1.55
64 H 1.45 0.35 2.28
65 H -5.52 1.49 -4.16
66 H -1.18 -6.02 1.35
67 H 2.68 0.77 -0.73
68 H -1.82 -1.89 0.78
69 H 0.94 2.09 0.34
70 H 7.42 4.06 -0.53
71 H 4.43 2.32 -0.97
72 H -7.52 -1.13 -0.11
73 H -3.08 -2.17 -0.56
74 H 3.63 -0.36 2.92
75 H -4.96 0.88 -1.36
76 H 0.97 -1.00 3.27
77 H -4.33 -0.94 -0.59
78 H 2.54 -1.13 0.63
79 H -2.82 -0.27 -3.36
80 H 6.59 2.60 -1.11
81 H 3.40 4.45 0.81
82 H -0.91 -0.08 1.92

These are the Mulliken partial charges, in e, on atoms 1 to 2: number 1, P, carries 0.321; number 2, P, carries 0.835

---

No. 2
Formula: C3H9N3O
Source: the OMol25 dataset
Level of theory: ωB97M-V with the def2-TZVPD basis set

Computed properties:
Orbital gap ... 7.898 eV
HOMO ... -7.224 eV

Cartesian coordinates (Å):
1 O 0.12 -0.70 2.22
2 N 2.14 -0.45 -0.57
3 N -0.59 0.03 0.04
4 N 0.37 0.25 1.23
5 C -0.76 -1.17 -0.77
6 C -0.93 1.29 -0.60
7 C 1.67 0.24 0.35
8 H -0.44 -2.03 -0.19
9 H -1.95 1.22 -0.99
10 H 1.25 1.00 1.52
11 H -0.26 1.51 -1.44
12 H -0.93 2.09 0.15
13 H 3.13 -0.25 -0.70
14 H -0.18 -1.11 -1.69
15 H -0.81 -0.66 2.49
16 H -1.82 -1.26 -1.05

These are the Mulliken partial charges, in e, on atoms 1 to 2: number 1, O, carries -0.457; number 2, N, carries -0.445

---

No. 3
Formula: C4F7O3S
Source: the OMol25 dataset
Level of theory: ωB97M-V with the def2-TZVPD basis set

Computed properties:
SMILES ... O=S(=O)([O-])/C(=C(/F)C(F)(F)F)C(F)(F)F
Net charge ... -1
Orbital gap ... 9.491 eV
HOMO ... -5.981 eV

Cartesian coordinates (Å):
1 S 0.60 -1.82 0.16
2 F 2.79 0.27 -0.56
3 F -0.64 2.10 0.38
4 F -2.30 -0.43 -1.44
5 F 1.78 2.08 -0.78
6 F -3.05 1.27 -0.28
7 F 2.12 1.45 1.25
8 F -2.55 -0.59 0.73
9 O -0.78 -2.17 0.38
10 O 1.37 -1.92 1.39
11 O 1.36 -2.27 -0.97
12 C -2.15 0.20 -0.22
13 C 0.45 0.08 -0.07
14 C 1.75 0.95 -0.02
15 C -0.74 0.79 0.06

These are the Mulliken partial charges, in e, on atoms 1 to 2: number 1, S, carries 1.274; number 2, F, carries -0.256

---

No. 4
Formula: C23H27N5O3
Source: the OMol25 dataset
Level of theory: ωB97M-V with the def2-TZVPD basis set

Computed properties:
SMILES ... COc1ccccc1C(=O)Nc1ccc2c(c1)nc(CN1CCN(C(C)=O)CC1)n2C
Orbital gap ... 8.456 eV
HOMO ... -7.898 eV

Cartesian coordinates (Å):
1 O -4.44 2.10 -0.03
2 O 4.90 -3.82 -0.99
3 O -3.70 -1.93 -0.55
4 N 5.08 0.76 0.00
5 N 4.23 -1.97 0.11
6 N -2.81 0.51 0.10
7 N 2.04 0.82 0.07
8 N 2.06 3.04 -0.11
9 C -0.46 3.38 -0.13
10 C -3.51 -3.26 -0.97
11 C -1.63 1.26 0.04
12 C -4.11 0.93 0.04
13 C 0.73 2.67 -0.08
14 C -5.14 -0.15 0.12
15 C 0.74 1.26 0.04
16 C 2.79 1.89 -0.02
17 C -4.95 -1.51 -0.17
18 C 4.29 1.96 -0.03
19 C 4.05 -1.22 -1.12
20 C 5.09 -0.09 -1.17
21 C 4.94 -3.92 1.40
22 C -6.03 -2.38 -0.07
23 C 4.07 -1.14 1.28
24 C 2.57 4.38 -0.23
25 C -6.41 0.28 0.49
26 C -0.44 0.55 0.10
27 C 4.70 -3.24 0.07
28 C -7.28 -1.93 0.31
29 C -7.48 -0.59 0.59
30 C -1.63 2.66 -0.07
31 C 5.12 -0.01 1.23
32 H 6.12 -0.46 1.29
33 H 4.59 2.51 -0.94
34 H 4.98 0.66 2.08
35 H 4.93 0.52 -2.06
36 H 4.18 -1.71 2.19
37 H 3.15 4.49 -1.15
38 H 4.18 -1.91 -1.95
39 H -3.68 -3.97 -0.15
40 H -0.43 -0.53 0.18
41 H -4.16 -3.51 -1.81
42 H 4.03 -3.95 1.99
43 H 3.04 -0.80 -1.12
44 H 5.71 -3.41 1.96
45 H 3.21 4.62 0.62
46 H -2.47 -3.32 -1.28
47 H -0.48 4.45 -0.22
48 H -5.90 -3.43 -0.29
49 H 3.07 -0.69 1.23
50 H 1.73 5.08 -0.25
51 H -2.67 -0.49 0.13
52 H -6.53 1.33 0.69
53 H -8.45 -0.23 0.89
54 H 4.60 2.57 0.83
55 H 5.27 -4.94 1.20
56 H -2.58 3.17 -0.11
57 H 6.08 -0.55 -1.23
58 H -8.10 -2.63 0.38

These are the Mulliken partial charges, in e, on atoms 1 to 2: number 1, O, carries -0.696; number 2, O, carries -0.673

---

No. 5
Formula: C2H6N4O2S
Source: the OMol25 dataset
Level of theory: ωB97M-V with the def2-TZVPD basis set

Computed properties:
SMILES ... O=S(=O)(N1CN1)N1CN1
Orbital gap ... 10.360 eV
HOMO ... -9.553 eV

Cartesian coordinates (Å):
1 S -0.92 -0.04 0.01
2 O -1.87 -0.86 -0.66
3 O -1.22 1.19 0.63
4 N 0.17 1.38 -1.99
5 N -0.12 -1.14 1.09
6 N 0.44 0.33 -1.02
7 N -0.41 -0.76 2.47
8 C 0.22 0.01 -2.39
9 C 0.78 -0.06 2.17
10 H -0.43 -1.67 2.96
11 H 0.85 2.08 -2.10
12 H 0.50 0.93 1.88
13 H 1.06 -0.60 -2.96
14 H -0.74 -0.42 -2.63
15 H 1.68 -0.36 2.55

These are the Mulliken partial charges, in e, on atoms 1 to 2: number 1, S, carries 1.154; number 2, O, carries -0.631

---

No. 6
Formula: C7H10N4S
Source: the OMol25 dataset
Level of theory: ωB97M-V with the def2-TZVPD basis set

Computed properties:
Orbital gap ... 9.307 eV
HOMO ... -8.974 eV

Cartesian coordinates (Å):
1 S -2.91 -0.11 0.02
2 N -0.34 -0.65 -0.18
3 N 0.96 3.09 0.16
4 N -0.96 1.65 -0.10
5 N 1.41 0.91 0.18
6 C 2.99 -1.58 0.80
7 C -1.20 0.33 -0.01
8 C 1.77 -1.53 -0.29
9 C 0.90 -0.30 -0.03
10 C -2.90 -1.86 0.07
11 C 0.40 1.86 0.10
12 C 3.20 -1.19 -0.62
13 H 0.51 3.99 -0.71
14 H 3.31 -2.47 1.23
15 H 3.93 -1.80 -1.34
16 H 3.29 -0.01 -0.75
17 H -3.89 -2.22 -0.23
18 H -2.28 -2.22 -0.79
19 H 1.07 -2.47 -0.43
20 H 2.13 2.84 -0.14
21 H -2.68 -2.63 1.03
22 H 2.78 -0.65 1.32

These are the Mulliken partial charges, in e, on atoms 1 to 2: number 1, S, carries -0.082; number 2, N, carries -0.357

---

No. 7
Formula: C24H36BClN6O4S6SbW
Source: the OMol25 dataset
Level of theory: ωB97M-V with the def2-TZVPD basis set

Computed properties:
Expectation value of S² ... 1.10
Multiplicity ... 2
Net charge ... -2
Orbital gap (alpha / beta) ... 4.731 / 4.889 eV
HOMO (alpha / beta) ... -0.721 / -0.887 eV

Cartesian coordinates (Å):
1 W -2.35 -0.84 1.60
2 Sb -3.13 -1.16 4.08
3 Cl -5.04 0.68 2.14
4 S -1.94 1.45 2.31
5 S 1.04 -2.63 0.34
6 S -4.02 -2.48 2.22
7 S -4.28 -1.75 5.97
8 S -2.23 0.39 -1.65
9 S 0.45 2.12 2.10
10 O -0.71 -1.16 2.29
11 O -1.92 -1.85 0.18
12 O -1.00 -3.17 3.27
13 O -1.83 -4.06 0.61
14 N -0.87 -1.33 -3.31
15 N 0.33 -0.30 -1.77
16 N 0.16 3.96 0.07
17 N 1.93 -0.13 0.15
18 N 0.58 1.87 -0.55
19 N 3.33 -1.44 1.27
20 C -4.13 0.17 0.66
21 C 1.17 -1.07 -2.53
22 C -1.56 -2.90 0.94
23 C 0.74 5.31 2.03
24 C 0.20 3.91 -1.31
25 C 3.87 -0.17 1.21
26 C -1.00 -2.48 2.22
27 C 2.11 -1.40 0.62
28 C 0.44 -1.71 -3.47
29 C -1.66 4.87 1.40
30 C 5.21 -2.24 2.64
31 C -0.22 6.38 0.00
32 C -2.96 -0.85 -4.50
33 C 3.83 -3.83 1.33
34 C 3.02 0.62 0.52
35 C 3.79 -2.52 2.13
36 C -2.73 -2.84 -2.96
37 C -0.24 5.12 0.87
38 C -0.92 -0.48 -2.24
39 C -1.56 -2.78 -5.17
40 C 0.38 2.69 0.52
41 C 0.46 2.63 -1.67
42 C -2.02 -1.94 -3.97
43 C 2.83 -2.63 3.32
44 B 0.60 0.35 -0.41
45 H -2.44 -0.22 -5.21
46 H -1.99 5.71 2.00
47 H -2.44 -3.13 -5.70
48 H -3.05 -2.27 -2.09
49 H -2.35 4.73 0.57
50 H 0.55 2.20 -2.65
51 H 4.46 -3.71 0.46
52 H -0.99 -3.65 -4.84
53 H -3.29 -0.23 -3.67
54 H 5.24 -1.37 3.29
55 H -3.82 -1.30 -4.98
56 H 4.82 0.07 1.63
57 H -3.59 -3.32 -3.40
58 H 4.23 -4.63 1.95
59 H 1.75 5.47 1.66
60 H 0.76 -2.39 -4.22
61 H 1.82 -2.83 2.98
62 H 2.83 -4.09 1.01
63 H 3.13 -3.43 3.99
64 H -0.33 0.02 0.33
65 H -0.95 -2.19 -5.85
66 H -0.42 7.24 0.64
67 H 0.44 6.18 2.61
68 H 2.81 -1.69 3.87
69 H 3.09 1.66 0.29
70 H -1.69 3.97 2.01
71 H -0.98 6.34 -0.77
72 H 0.73 4.44 2.68
73 H -4.04 1.12 0.10
74 H 5.89 -2.08 1.80
75 H 5.55 -3.10 3.20
76 H 0.76 6.52 -0.46
77 H 0.04 4.76 -1.93
78 H 2.22 -1.13 -2.32
79 H -2.04 -3.61 -2.59
80 H -4.87 -0.43 0.10

These are the Mulliken partial charges, in e, on atoms 1 to 2: number 1, W, carries -0.501; number 2, Sb, carries 0.563

---

No. 8
Formula: C2H4N2O4
Source: the OMol25 dataset
Level of theory: ωB97M-V with the def2-TZVPD basis set

Computed properties:
Orbital gap (alpha / beta) ... 9.087 / 9.022 eV
HOMO (alpha / beta) ... -11.106 / -9.325 eV

Cartesian coordinates (Å):
1 O 1.05 -1.71 0.28
2 O -1.41 -1.56 -0.32
3 O 1.06 1.65 -0.41
4 O 2.66 0.35 0.26
5 N 1.51 0.56 -0.04
6 N -1.41 0.70 -0.62
7 C 0.60 -0.51 0.00
8 C -0.86 -0.47 -0.34
9 H -2.39 0.73 -0.86
10 H -0.24 1.06 2.50
11 H 0.27 -2.32 0.18
12 H -0.84 1.53 -0.64

These are the Mulliken partial charges, in e, on atoms 1 to 2: number 1, O, carries -0.465; number 2, O, carries -0.686

---

No. 9
Formula: C5H7N2
Source: the OMol25 dataset
Level of theory: ωB97M-V with the def2-TZVPD basis set

Computed properties:
SMILES ... N=C=C1C=C([NH3+])C1
Net charge ... +1
Orbital gap (alpha / beta) ... 8.204 / 8.203 eV
HOMO (alpha / beta) ... -11.981 / -11.980 eV

Cartesian coordinates (Å):
1 N -3.53 0.14 0.16
2 N 2.46 -0.04 0.15
3 C -2.36 -0.09 -0.01
4 C -1.04 -0.08 0.00
5 C 1.01 -0.10 0.02
6 C 0.02 0.86 -0.56
7 C -0.12 -0.95 0.62
8 H 2.66 -0.95 0.54
9 H 0.13 0.65 -1.60
10 H -4.27 -0.36 -0.41
11 H 0.02 1.90 -0.32
12 H -0.54 -1.86 1.46
13 H 2.82 0.11 -0.85
14 H 2.74 0.77 0.78

These are the Mulliken partial charges, in e, on atoms 1 to 2: number 1, N, carries -0.448; number 2, N, carries -0.166

---

No. 10
Formula: C19H38N11O3P3Tl
Source: the OMol25 dataset
Level of theory: ωB97M-V with the def2-TZVPD basis set

Computed properties:
Net charge ... +1
Orbital gap ... 8.473 eV
HOMO ... -10.144 eV

Cartesian coordinates (Å):
1 Tl 0.96 0.20 -0.11
2 P 0.02 3.07 -1.57
3 P -2.40 -2.17 1.18
4 P 2.87 2.69 2.29
5 O 2.18 1.39 2.01
6 O 4.57 0.07 -3.17
7 O 3.73 0.44 -1.22
8 N -2.47 -0.41 3.35
9 N 0.45 -2.33 0.92
10 N -1.80 -1.02 -1.37
11 N 2.74 -1.06 -2.44
12 N 1.70 -2.77 -3.51
13 N 3.52 -1.84 -4.55
14 N 3.73 -0.15 -2.29
15 N 0.94 -3.12 -2.39
16 N -0.57 -4.27 1.23
17 N -3.93 -1.43 -1.00
18 N -1.19 0.33 1.70
19 C -1.61 -5.25 1.44
20 C 0.43 2.28 -3.19
21 C -3.85 -0.92 -2.26
22 C 4.58 2.71 1.69
23 C -2.66 -1.47 -0.49
24 C -0.73 -2.92 1.07
25 C 2.06 4.10 1.50
26 C 1.38 -3.31 0.99
27 C 0.13 4.84 -2.10
28 C 2.68 -1.85 -3.51
29 C 2.90 3.04 4.07
30 C -1.95 0.79 3.75
31 C -1.81 2.89 -1.58
32 C -5.15 -1.86 -0.33
33 C -3.39 -1.25 4.09
34 C 0.77 -4.52 1.17
35 C -2.53 -0.67 -2.48
36 C -1.98 -0.66 2.10
37 C -1.16 1.23 2.72
38 H 4.23 -1.13 -4.56
39 H 0.99 4.04 1.66
40 H 1.87 3.00 4.43
41 H -0.49 5.02 -2.99
42 H 5.19 2.03 2.28
43 H -4.35 -1.31 3.58
44 H 1.54 -3.11 -1.58
45 H 2.25 4.03 0.42
46 H -2.18 1.21 4.71
47 H 4.55 2.34 0.66
48 H 2.44 -3.10 0.92
49 H 5.01 3.71 1.71
50 H -3.55 -0.82 5.08
51 H -0.56 2.12 2.66
52 H 1.44 2.57 -3.48
53 H -2.06 -0.28 -3.37
54 H -1.17 -6.24 1.41
55 H -2.23 3.55 -0.81
56 H -2.08 1.87 -1.32
57 H -2.24 3.16 -2.54
58 H -4.72 -0.79 -2.88
59 H -5.09 -2.92 -0.08
60 H 2.44 5.06 1.87
61 H 3.43 -2.49 -5.31
62 H -0.27 2.59 -3.97
63 H 0.23 -2.43 -2.21
64 H -2.99 -2.25 4.21
65 H -2.09 -5.12 2.41
66 H 1.17 -5.52 1.25
67 H -5.32 -1.29 0.57
68 H 0.41 1.19 -3.08
69 H 1.65 -3.43 -4.27
70 H 3.47 2.25 4.57
71 H -0.22 5.48 -1.29
72 H -2.37 -5.18 0.66
73 H 3.34 4.01 4.30
74 H 1.16 5.09 -2.33
75 H -5.99 -1.72 -1.01

These are the Mulliken partial charges, in e, on atoms 1 to 2: number 1, Tl, carries 1.107; number 2, P, carries 0.613